A) The ion C3H9N2S with charge +1, computed with ωB97M-V with the def2-TZVPD basis set.

Output
M ... 105.19 g/mol
Charge ... +1
HOMO-LUMO gap ... 9.942 eV
SMILES ... N[C@@H]1[NH2+]CCS1

Last column: Mulliken charge in e.
Geometry (Å):
N1 2.164 0.359 0.209  -0.579
C1 1.117 -0.175 -0.529  -0.147
N2 -0.055 0.742 -0.305  -0.254
C2 -1.292 0.201 0.275  -0.396
C3 -1.209 -1.257 -0.156  -0.642
S1 0.511 -1.911 0.051  -0.073
H1 2.151 0.383 1.265  0.259
H2 2.956 -0.046 -0.096  0.228
H3 1.453 -0.326 -1.536  0.446
H4 -0.066 1.141 -1.270  0.421
H5 0.414 1.554 0.251  0.398
H6 -2.243 0.735 -0.088  0.298
H7 -1.331 0.302 1.334  0.258
H8 -1.768 -1.933 0.350  0.438
H9 -1.653 -1.601 -1.175  0.345

B) A cluster of 2 separate species, C3H9N2S in total, computed with ωB97M-V with the def2-TZVPD basis set.

Output
M ... 105.19 g/mol
Charge ... +1
HOMO-LUMO gap ... 9.940 eV

Last column: Mulliken charge in e.
Geometry (Å):
C1 -1.969 -1.886 0.105  -0.188
C2 0.579 1.905 0.834  -0.961
C3 0.372 0.106 -1.196  -0.054
N1 1.638 -0.140 -0.761  -0.223
N2 -0.851 -1.267 -0.008  -0.319
S1 -0.454 1.514 -0.598  0.157
H1 -2.398 -1.864 1.196  0.199
H2 -2.369 -2.544 -0.633  0.289
H3 -0.237 2.447 1.476  0.355
H4 1.455 2.498 0.379  0.317
H5 0.031 -0.318 -2.063  0.372
H6 2.171 -0.908 -1.088  0.260
H7 1.818 0.221 0.169  0.188
H8 -0.513 -0.778 0.850  0.225
H9 0.727 1.016 1.336  0.383

Which of them is least stable? Easy: B).

A) A structure of composition C3H4NO, computed with ωB97M-V with the def2-TZVPD basis set.

Output
M ... 70.07 g/mol
Charge ... +1
HOMO-LUMO gap ... 8.758 eV

Last column: Mulliken charge in e.
Geometry (Å):
C1 -0.859 -0.351 -0.827  0.453
C2 -0.628 0.752 0.018  -0.269
C3 0.675 -0.179 0.446  -0.280
N1 -0.344 -1.384 -1.170  -0.094
O1 0.722 -1.445 -0.416  -0.080
H1 -0.260 1.521 -0.538  0.267
H2 -1.217 1.126 0.813  0.355
H3 1.576 0.329 0.262  0.353
H4 0.335 -0.370 1.411  0.295

B) The ion C3H4NO with charge +1, computed with ωB97M-V with the def2-TZVPD basis set.

Output
M ... 70.07 g/mol
Charge ... +1
HOMO-LUMO gap ... 10.253 eV

Last column: Mulliken charge in e.
Geometry (Å):
C1 -0.767 0.929 -0.067  -0.139
C2 0.737 0.941 0.033  0.345
C3 -0.022 -1.106 -0.040  -0.187
N1 -1.125 -0.306 0.079  -0.263
O1 1.128 -0.273 0.024  -0.131
H1 -1.264 1.871 -0.181  0.357
H2 1.551 1.772 0.031  0.375
H3 -0.001 -1.959 0.685  0.323
H4 -0.283 -1.638 -0.987  0.320

C) A structure of composition C3H4NO, computed with ωB97M-V with the def2-TZVPD basis set.

Output
M ... 70.07 g/mol
Charge ... +1
HOMO-LUMO gap ... 9.263 eV

Last column: Mulliken charge in e.
Geometry (Å):
C1 1.922 0.159 -0.071  0.543
C2 0.421 -0.617 -0.043  -0.130
C3 0.032 0.811 0.065  -0.306
N1 2.631 -0.776 0.123  -0.082
O1 1.399 1.302 -0.078  -0.209
H1 0.263 -1.119 0.911  0.323
H2 0.321 -1.005 -1.088  0.310
H3 -0.625 1.166 -0.685  0.266
H4 -0.361 1.365 1.080  0.285

D) A cluster of 2 separate species, C3H4NO in total, computed with ωB97M-V with the def2-TZVPD basis set.

Output
M ... 70.07 g/mol
Charge ... +1
HOMO-LUMO gap (alpha / beta) ... 7.878 / 9.428 eV

Last column: Mulliken charge in e.
Geometry (Å):
C1 0.398 1.019 0.079  0.286
C2 0.666 -1.037 -0.416  0.244
C3 -0.879 0.433 -0.194  -0.405
N1 -0.593 -0.922 -0.425  -0.265
O1 1.311 0.086 -0.108  -0.079
H1 0.698 2.075 0.397  0.381
H2 1.517 -3.231 0.859  0.159
H3 -1.690 0.531 0.689  0.361
H4 -1.427 1.045 -0.881  0.318

Which of them is least stable? Easy: D).

A) The ion C3H4NO with charge +1, computed with ωB97M-V with the def2-TZVPD basis set.

Output
M ... 70.07 g/mol
Charge ... +1
HOMO-LUMO gap (alpha / beta) ... 7.094 / 7.093 eV

Last column: Mulliken charge in e.
Geometry (Å):
C1 1.647 0.071 -0.068  0.140
C2 2.269 -1.143 0.040  -0.010
C3 -0.473 -0.951 0.230  -0.127
N1 0.277 0.200 -0.064  -0.060
O1 0.211 -1.994 0.432  -0.421
H1 2.418 0.938 -0.311  0.358
H2 -1.281 -0.762 1.052  0.406
H3 -1.167 -0.876 -0.567  0.423
H4 -0.289 0.986 -0.404  0.291

B) A structure of composition C3H4NO, computed with ωB97M-V with the def2-TZVPD basis set.

Output
M ... 70.07 g/mol
Charge ... +1
HOMO-LUMO gap ... 9.872 eV

Last column: Mulliken charge in e.
Geometry (Å):
C1 -1.316 0.200 0.593  0.628
C2 0.401 0.772 -0.134  -0.243
C3 0.075 -0.857 -0.177  -0.222
N1 -0.856 1.319 0.593  -0.223
O1 -1.229 -1.012 0.392  -0.143
H1 1.200 0.986 0.632  0.280
H2 0.711 1.136 -1.101  0.333
H3 0.212 -1.165 -1.242  0.300
H4 0.800 -1.379 0.444  0.290

C) The ion C3H4NO with charge +1, computed with ωB97M-V with the def2-TZVPD basis set.

Output
M ... 70.07 g/mol
Charge ... +1
HOMO-LUMO gap ... 9.862 eV
SMILES ... C=[N+]=C1CO1

Last column: Mulliken charge in e.
Geometry (Å):
C1 -0.371 -1.538 0.384  -0.116
N1 -0.228 -0.828 -0.640  -0.157
C2 0.262 0.295 -0.849  0.669
C3 0.192 1.505 0.026  -0.390
O1 0.683 1.331 -1.340  -0.212
H1 0.377 -1.805 1.078  0.303
H2 -1.180 -2.356 0.299  0.268
H3 -0.674 1.972 0.193  0.343
H4 0.938 1.424 0.850  0.293

Which of them is least stable? Easy: A).

A) An isolated molecule of C4H5Cl, computed with ωB97M-V with the def2-TZVPD basis set.

Output
M ... 88.54 g/mol
Charge ... 0
HOMO-LUMO gap ... 9.957 eV
SMILES ... ClCC1=CC1

Last column: Mulliken charge in e.
Geometry (Å):
Cl1 0.105 1.556 2.495  -0.193
C1 -0.960 0.873 1.234  -0.308
C2 -0.068 0.007 0.249  -0.015
C3 0.613 -1.164 0.217  -0.372
C4 0.007 -0.712 -1.098  -0.478
H1 -1.573 0.000 1.602  0.247
H2 -1.414 1.711 0.872  0.325
H3 1.230 -1.754 0.850  0.373
H4 0.854 -0.278 -1.804  0.150
H5 -0.807 -1.182 -1.512  0.271

B) An isolated molecule of C4H5Cl, computed with ωB97M-V with the def2-TZVPD basis set.

Output
M ... 88.54 g/mol
Charge ... 0
HOMO-LUMO gap (alpha / beta) ... 7.449 / 7.918 eV

Last column: Mulliken charge in e.
Geometry (Å):
C1 -0.481 1.278 -0.109  -0.864
C2 -0.110 -1.213 -0.301  -0.527
C3 -0.568 0.085 0.536  0.142
C4 0.938 -0.440 0.417  -0.094
Cl1 2.343 0.135 -0.198  -0.126
H1 0.010 1.126 -1.020  0.276
H2 -0.628 2.265 0.270  0.263
H3 -0.370 -2.135 0.265  0.279
H4 -0.251 -0.959 -1.355  0.280
H5 -0.883 -0.142 1.494  0.370

Which of them is least stable? Easy: B).

A) The ion C4H9N2O2 with charge -1, computed with ωB97M-V with the def2-TZVPD basis set.

Output
M ... 117.13 g/mol
Charge ... -1
HOMO-LUMO gap ... 7.779 eV
SMILES ... NCCCNC(=O)[O-]

Last column: Mulliken charge in e.
Geometry (Å):
N1 -2.200 -0.935 -1.706  -0.587
C1 -1.217 -0.939 -0.530  -0.574
C2 0.153 -0.415 -0.803  -0.251
C3 0.677 0.844 -0.010  -0.900
N2 0.711 0.871 1.450  -0.143
C4 1.888 0.429 2.119  0.492
O1 2.747 0.025 1.322  -0.725
O2 1.728 0.333 3.344  -0.775
H1 -1.864 -0.689 -2.609  0.253
H2 -2.973 -0.287 -1.557  0.209
H3 -1.050 -1.962 -0.163  0.240
H4 -1.502 -0.518 0.453  0.335
H5 0.029 0.166 -1.853  0.188
H6 0.808 -1.261 -0.591  0.268
H7 1.703 0.902 -0.353  0.324
H8 0.277 1.848 -0.330  0.427
H9 0.086 1.588 1.819  0.218

B) The ion C4H9N2O2 with charge -1, computed with ωB97M-V with the def2-TZVPD basis set.

Output
M ... 117.13 g/mol
Charge ... -1
HOMO-LUMO gap ... 6.205 eV
SMILES ... NC(=O)[C@@H](N)CC[O-]

Last column: Mulliken charge in e.
Geometry (Å):
N1 0.309 -2.716 0.302  -0.364
C1 -0.175 -1.502 0.738  0.094
O1 -1.044 -1.574 1.657  -0.701
C2 0.241 -0.099 0.419  0.211
N2 1.361 -0.320 -0.561  -0.832
C3 -0.929 0.740 -0.160  -0.716
C4 -0.342 2.183 -0.314  -0.650
O2 0.633 2.186 -1.186  -0.865
H1 -0.091 -3.575 0.724  0.255
H2 1.015 -2.710 -0.402  0.238
H3 0.460 0.350 1.368  0.369
H4 1.953 0.494 -0.642  0.357
H5 0.759 -0.341 -1.485  0.335
H6 -1.835 0.758 0.458  0.355
H7 -1.123 0.484 -1.128  0.346
H8 -0.099 2.653 0.648  0.235
H9 -1.093 2.989 -0.436  0.333

C) A cluster of 2 separate species, C4H9N2O2 in total, computed with ωB97M-V with the def2-TZVPD basis set.

Output
M ... 117.13 g/mol
Charge ... -1
HOMO-LUMO gap ... 8.044 eV

Last column: Mulliken charge in e.
Geometry (Å):
N1 2.076 2.185 -1.778  -0.496
C1 0.795 1.840 -1.258  0.565
O1 0.828 1.211 -0.165  -0.837
O2 -0.181 2.126 -1.973  -0.742
H1 2.054 2.947 -2.432  0.207
H2 2.805 2.223 -1.087  0.206
C2 -1.454 -2.643 2.141  -1.213
C3 -0.834 -1.729 1.129  0.789
C4 -0.416 -2.169 -0.061  -1.009
N2 -0.780 -0.402 1.512  -0.487
H3 -2.446 -2.303 2.437  0.288
H4 -0.836 -2.672 3.043  0.279
H5 -1.519 -3.658 1.748  0.304
H6 0.039 -1.483 -0.764  0.284
H7 -0.567 -3.197 -0.353  0.249
H8 -0.641 -0.259 2.499  0.221
H9 -0.188 0.207 0.934  0.393

Which of them is least stable? Easy: B).

A) A cluster of 2 separate species, C3H3ClS in total, computed with ωB97M-V with the def2-TZVPD basis set.

Output
M ... 106.58 g/mol
Charge ... 0
HOMO-LUMO gap (alpha / beta) ... 7.336 / 7.098 eV

Last column: Mulliken charge in e.
Geometry (Å):
C1 -0.655 0.982 -0.701  -0.113
C2 -3.157 0.676 -0.241  -0.028
C3 1.584 -0.136 0.144  -0.955
S1 -0.284 -0.195 0.230  0.064
Cl1 -3.391 -0.926 0.166  -0.011
H1 1.880 -0.454 1.069  0.333
H2 2.038 0.790 -0.042  0.377
H3 1.985 -0.738 -0.624  0.333

B) An isolated molecule of C3H3ClS, computed with ωB97M-V with the def2-TZVPD basis set.

Output
M ... 106.58 g/mol
Charge ... 0
HOMO-LUMO gap ... 9.178 eV
SMILES ... C#CCSCl

Last column: Mulliken charge in e.
Geometry (Å):
C1 1.561 -1.285 -0.621  0.010
C2 0.974 -0.312 -0.224  -0.389
C3 -0.150 0.929 0.364  -0.767
S1 -1.709 0.932 -0.550  0.069
Cl1 -2.579 -0.686 0.432  -0.149
H1 1.877 -2.165 -1.102  0.404
H2 0.259 1.820 0.332  0.429
H3 -0.233 0.766 1.370  0.394

Which of them is least stable? Easy: A).